This record from the OMol25 dataset describes 2 unconnected molecules or ions with the total composition C5H8O. The level of theory is wB97M-V/def2-TZVPD.

Geometry as XYZ:
```
14
Properties=species:S:1:pos:R:3:nbo_charge:R:1
O -0.546 -1.222 -1.592 -0.549
C -0.478 0.808 0.430 0.053
C -1.604 0.855 0.859 -0.304
C 1.822 -0.265 0.456 -0.595
C -1.624 -1.115 -1.060 0.296
C 0.936 0.905 0.041 -0.491
H -2.426 -0.464 -1.463 0.112
H -1.902 -1.672 -0.143 0.113
H 1.705 -0.475 1.522 0.207
H 1.044 1.113 -1.029 0.241
H 1.278 1.816 0.558 0.233
H -2.603 0.902 1.241 0.243
H 2.875 -0.029 0.271 0.211
H 1.570 -1.164 -0.108 0.229
```

As for the spin multiplicity: 1. The LUMO energy comes out at 1.05 eV. The energy relative to the best compared isomer or geometry (same formula, charge and spin) comes out at 2.981 eV. As for the strongest force on any atom: 0.681 eV Å⁻¹. For the HOMO-LUMO gap, the calculation gives 10.854 eV. As for the SMILES: C#CCC.C=O.